This record from OMol25 describes 2 unconnected molecules or ions with the total composition C5H7N in a non-equilibrium geometry. The level of theory is wB97M-V/def2-TZVPD.

Output
HOMO-LUMO gap (alpha / beta) = 8.402 / 7.667 eV
E_HOMO (alpha / beta) = -0.332 / -0.293 Eh
Relative energy (zero: lowest compared OMol25 entry of this formula, charge and spin) = 187.1 kcal per mole
Multiplicity = 1

The geometry in XYZ format:
```
13
Properties=species:S:1:pos:R:3:forces:R:3
N 1.34050 -0.39045 -2.19554 -0.45 2.99 0.38
C 0.53236 1.24715 -0.36002 0.97 1.19 -0.90
C -1.11494 -0.66329 0.49872 0.70 -0.33 1.29
C 0.91081 0.08560 -1.12031 -0.46 0.69 1.62
C 0.20996 0.00276 0.32229 0.91 -1.10 -1.89
C -0.14641 -0.61662 1.64200 1.90 -1.11 1.00
H 1.38563 -1.34643 -2.28709 0.26 -2.77 0.14
H 1.11023 2.21876 -0.14502 -1.07 -1.83 -0.04
H -0.22293 0.09081 2.44817 -0.51 0.37 0.08
H -1.40723 -1.64267 0.17125 0.16 -0.04 -0.66
H -1.15644 2.46961 -1.61627 0.48 -0.40 0.44
H 0.36842 -1.55476 2.08205 -0.84 1.41 -1.43
H -1.80995 0.09953 0.55978 -2.03 0.93 -0.02
```
Forces are in eV/Å.

Mulliken atomic charge list, values in e, 8 entries:
1. N -0.669
2. C -1.001
3. C -0.677
4. C 0.676
5. C 0.563
6. C -0.427
7. H 0.243
8. H 0.282